Entry 1:
The following is a quantum chemistry calculation of a single C19H22O5 molecule at a distorted geometry, from OMol25.

Atoms and positions in Å:
C 2.3581 2.5332 2.1811
C 3.0737 1.2208 1.5973
C 2.5972 0.1254 2.3919
C 2.9858 -1.3248 1.8226
O 2.1063 -1.7484 0.8330
C 2.8062 -1.6313 -0.6182
O 3.9487 -1.4390 -0.7646
C 1.8891 -2.0505 -1.6320
O 0.4747 -1.4007 -1.3345
C 0.1808 -0.1741 -1.2825
C 1.1947 0.5528 -1.6282
C 0.8651 2.1695 -1.3045
C 1.8577 3.1775 -1.7194
C -0.3996 2.4025 -0.9502
C -1.3689 1.3894 -0.3519
O -2.6036 1.9247 0.1762
C -3.5180 1.0084 0.5100
O -4.5682 1.4248 0.7135
C -3.0631 -0.3299 0.1894
C -2.0146 -0.9283 -0.1462
C -0.9427 -0.1012 -0.5884
C -2.0042 -2.4060 -0.1393
C -3.0832 -2.7741 0.5440
C -4.0946 -1.4515 0.6535
H 1.1759 2.3668 2.0159
H 2.5826 3.4359 1.4514
H 2.7035 2.6298 3.1326
H 3.8705 1.3616 1.8954
H 2.5470 1.0395 0.5854
H 2.6785 0.2496 3.5418
H 1.4266 -0.0577 2.5957
H 2.7723 -2.2858 2.4011
H 3.9410 -1.3352 1.6555
H 2.2307 -1.5847 -2.3038
H 1.7891 -3.0515 -1.6843
H 2.1696 0.5045 -2.0970
H 1.7976 3.1311 -2.8453
H 2.8030 2.7933 -1.4397
H 1.6147 4.2949 -1.2513
H -0.7058 3.4225 -0.8021
H -1.9342 -2.7563 -1.2140
H -0.9871 -2.6348 0.1295
H -2.8588 -3.2515 1.5657
H -3.6237 -3.4968 0.0778
H -4.9501 -1.5769 0.0270
H -4.5631 -1.2495 1.3264

Output
- Gap between HOMO and LUMO: 8.137 eV
- Lowest unoccupied orbital energy: 0.02 eV
- E_tot: -30282.0412 eV
- ΔE to the lowest compared entry with this formula, charge and spin: 16.242 eV
- SMILES: CCCCOC(=O)COc1cc(C)cc2oc(=O)c3c(c12)CCC3

=====

Entry 2:
The following is a quantum chemistry calculation of a molecular structure, C45H48Br4N6O2SbSiTi at a distorted geometry, from OMol25.

Atoms and positions in Å:
Ti 0.4788 -0.8914 -0.1167
C -0.7533 -3.4991 1.6401
C 0.4676 -3.0178 2.3652
C 0.8123 -3.7174 3.5224
C 1.9194 -3.3580 4.2486
C 2.6663 -2.2936 3.7774
C 2.2847 -1.6279 2.6163
N 1.1903 -1.9736 1.9072
Sb 3.7906 -0.0750 2.3305
C 2.7587 1.7388 1.8110
C 3.4541 2.8619 2.2469
C 2.8453 4.1017 2.1769
C 1.5463 4.1553 1.7260
C 0.9035 2.9904 1.3101
C -0.5225 3.0780 0.8793
N 1.5158 1.7916 1.3199
C 4.8160 -0.5564 0.4960
C 6.1915 -0.3605 0.5091
C 6.9144 -0.7271 -0.6182
C 6.2402 -1.2945 -1.6823
C 4.8553 -1.4616 -1.6101
C 4.0883 -2.0623 -2.7531
N 4.1628 -1.0863 -0.5346
H -1.3951 -4.0448 2.3297
H -0.4619 -4.1858 0.8425
H -1.3248 -2.6908 1.2002
H 0.1917 -4.5463 3.8339
H 2.1937 -3.8833 5.1547
H 3.5559 -1.9783 4.3059
H 4.4585 2.7553 2.6388
H 3.3625 4.9995 2.4922
H 1.0046 5.0919 1.7003
H -0.7029 4.0016 0.3327
H -1.1761 3.0774 1.7554
H -0.7783 2.2269 0.2599
H 6.6775 0.0736 1.3743
H 7.9870 -0.5816 -0.6605
H 6.7723 -1.6167 -2.5689
H 4.5100 -3.0281 -3.0367
H 4.1320 -1.4063 -3.6253
H 3.0511 -2.1996 -2.4535
Br 2.1941 -7.0113 -2.8330
C 1.2411 -5.4545 -2.3374
C -0.1218 -5.3572 -2.5797
Br -1.0574 -6.7647 -3.4252
C -0.8179 -4.2045 -2.1737
Br -2.6928 -4.0429 -2.3483
C -0.1503 -3.1595 -1.5681
O -0.7105 -2.0659 -1.0812
C 1.2524 -3.2317 -1.3660
O 1.7888 -2.1760 -0.8028
C 1.9193 -4.3931 -1.7164
Br 3.7505 -4.4966 -1.2480
N -5.7971 0.6403 3.0098
C -6.6256 1.3265 3.8690
C -8.0043 1.4181 3.9715
C -8.5115 2.2493 4.9631
C -7.6580 2.9589 5.8127
C -6.2787 2.8529 5.7104
C -5.7487 2.0175 4.7295
N -4.4384 1.7548 4.4000
C -4.4877 0.9305 3.3645
C -3.3732 0.4266 2.6343
C -3.4790 -0.1312 1.3248
C -2.3657 -0.4516 0.6126
N -1.0748 -0.3015 1.0738
C -0.9920 0.1182 2.3909
C -2.0510 0.4925 3.1515
H -6.0785 -0.0072 2.2975
H -8.6594 0.8715 3.3042
H -9.5832 2.3496 5.0800
H -8.0880 3.6100 6.5641
H -5.6200 3.4082 6.3659
H -4.4394 -0.2742 0.8439
H -2.4650 -0.8574 -0.3834
H 0.0012 0.1521 2.8148
H -1.8927 0.8417 4.1636
C 0.9752 -0.8170 -3.7461
Si 0.3785 0.4745 -2.4540
C -1.3733 0.9376 -3.2801
C -2.1489 -0.3699 -3.4873
C -2.2460 1.8512 -2.4129
C -1.2515 1.6014 -4.6572
C 1.6450 1.9675 -2.8122
C 1.0780 3.3545 -2.4962
C 2.8678 1.7598 -1.9143
C 2.1494 1.9830 -4.2628
H 0.7772 -0.5099 -4.7751
H 0.4857 -1.7798 -3.5883
H 2.0526 -0.9895 -3.6544
H -2.2524 -0.9364 -2.5625
H -1.6571 -1.0195 -4.2145
H -3.1564 -0.1490 -3.8672
H -2.4438 1.4124 -1.4340
H -3.2173 2.0119 -2.9017
H -1.7895 2.8301 -2.2593
H -0.6703 0.9927 -5.3522
H -0.7965 2.5898 -4.6107
H -2.2551 1.7227 -5.0882
H 0.8247 3.4456 -1.4407
H 0.1879 3.5868 -3.0793
H 1.8299 4.1246 -2.7203
H 2.5908 1.6488 -0.8642
H 3.5600 2.6112 -1.9981
H 3.4111 0.8608 -2.2026
H 1.3422 2.0952 -4.9833
H 2.6893 1.0667 -4.5074
H 2.8433 2.8242 -4.4055

Output
- <S²>: 2.025
- Gap between HOMO and LUMO (spin up / spin down): 4.874 / 6.579 eV
- Lowest unoccupied orbital energy (spin up / spin down): 1.98 / 1.97 eV
- E_tot: -378183.4931 eV
- Spin multiplicity: 3
- Total charge: -1
- ΔE to the lowest compared entry with this formula, charge and spin: 0.853 eV

=====

Entry 3:
The following is a quantum chemistry calculation of 2 unconnected molecules or ions with the total composition C15H25BN2O6PS at a distorted geometry, from OMol25.

Atoms and positions in Å:
C 0.9688 1.0133 4.0591
C -0.3701 0.7706 3.3680
S -0.6992 -0.9944 3.0309
C -0.9222 -1.0419 1.2427
C 0.1552 -1.5849 0.2987
C 1.4837 -1.8750 0.9305
O 2.5055 -2.1672 -0.0217
C 2.0710 -2.5096 -1.3176
P 3.5608 -2.6342 -2.3610
N 3.3632 -2.7462 -3.9028
C 1.0890 -1.5099 -1.9459
N 0.4047 -0.6853 -0.9149
B 1.1380 0.6729 -0.5900
O 0.3888 1.6229 -0.1321
C 2.6674 0.8625 -0.8555
C 3.0953 2.3312 -0.8090
H 1.7107 1.3886 3.3605
H 0.8754 1.7373 4.8562
H 1.3541 0.0932 4.4764
H -0.4317 1.2846 2.4259
H -1.1822 1.1059 3.9967
H -1.8085 -1.6425 1.1017
H -1.2292 -0.0617 0.9337
H -0.2517 -2.4963 -0.1217
H 1.8275 -1.0407 1.5314
H 1.3619 -2.7130 1.6093
H 1.6062 -3.4946 -1.2895
H 4.2824 -3.7005 -1.8099
H 4.2936 -1.5093 -1.9504
H 2.4026 -2.7725 -4.2145
H 1.5651 -0.8798 -2.6824
H 0.3281 -2.0728 -2.4707
H -0.5396 -0.4215 -1.2922
H -0.5995 1.4520 -0.3563
H 3.2382 0.2956 -0.1218
H 2.9524 0.4499 -1.8199
H 3.9696 2.4743 -1.4339
H 3.3778 2.6325 0.1900
H 2.3229 2.9862 -1.1848
C -3.3478 1.4496 0.6518
C -3.0016 1.0547 -0.6100
C -4.0876 1.0514 -1.6935
O -3.7531 0.7472 -2.8517
C -5.3926 1.3962 -1.2956
C -5.7900 1.8178 -0.0057
C -4.6558 1.8983 1.0609
O -4.8657 2.3066 2.1928
O -6.9328 2.1232 0.3452
O -1.7888 0.7243 -0.9419
H -2.5680 1.4741 1.4118
H -6.1421 1.3370 -2.0774

Output
- Gap between HOMO and LUMO: 5.145 eV
- Lowest unoccupied orbital energy: 1.85 eV
- E_tot: -52026.6005 eV
- Total charge: -1

=====

Entry 4:
The following is a quantum chemistry calculation of a single C9H13NO2S molecule at a distorted geometry, from OMol25.

Atoms and positions in Å:
C 1.1505 -3.3015 -0.5974
C 0.3179 -2.1347 -0.0643
C 1.1145 -1.0346 0.6788
N 0.8997 0.2962 0.0002
C -0.3797 0.9478 0.0411
C -1.4170 0.4535 0.8257
C -2.6315 1.0318 0.7186
C -2.8703 2.0354 -0.2354
C -1.8284 2.5419 -1.0553
C -0.5556 2.0124 -0.8628
S 2.2288 1.3396 0.0666
O 1.8658 2.6968 0.4082
O 3.1419 1.1130 -0.9831
H 1.6598 -3.1192 -1.5454
H 1.7438 -3.6128 0.1958
H 0.6045 -4.1696 -0.8376
H -0.1683 -2.6903 0.7995
H -0.4079 -1.7448 -0.7919
H 0.6488 -1.0568 1.7861
H 2.2158 -1.2029 0.6605
H -1.1700 -0.1640 1.6842
H -3.4647 0.7399 1.4238
H -3.8343 2.6621 -0.1482
H -1.9698 3.3911 -1.8935
H 0.2030 2.2217 -1.5750
H 2.9025 0.7481 1.3006

Output
- Gap between HOMO and LUMO: 9.208 eV
- Lowest unoccupied orbital energy: 0.51 eV
- E_tot: -25961.3062 eV
- ΔE to the lowest compared entry with this formula, charge and spin: 3.394 eV
- SMILES: CCCN(c1ccccc1)[SH](=O)=O

=====

Entry 5:
The following is a quantum chemistry calculation of a molecular structure, C2H6BrCl5HfN2O24 at a distorted geometry, from OMol25.

Atoms and positions in Å:
Hf 0.4088 -0.9054 -0.4802
Cl -2.3818 -1.4642 -3.1208
O -1.1806 -1.4646 -2.2611
O -3.0063 -0.1735 -3.0223
O -1.9541 -1.7204 -4.4564
O -3.2645 -2.4697 -2.6195
Cl -0.8095 1.4711 2.3354
O -0.0138 0.6336 1.4235
O 0.0798 2.0057 3.3126
O -1.4289 2.5056 1.5510
O -1.8304 0.6646 2.9371
Cl 0.3609 2.5160 -2.0091
O -0.9119 3.0938 -2.3082
O 1.2174 2.6094 -3.1456
O 0.9530 3.0876 -0.8390
O 0.1110 1.0767 -1.7184
Cl 2.6078 -1.5104 2.5779
O 1.8960 -1.6997 1.2903
O 3.6834 -2.4538 2.5950
O 3.0592 -0.1492 2.6252
O 1.6996 -1.7800 3.6480
Cl -0.8492 -3.7563 0.7430
O -1.0255 -2.3309 1.0902
O 0.0967 -3.5882 -0.3716
O -0.2932 -4.4755 1.8259
O -2.0873 -4.2739 0.2850
Br 2.1603 -1.8949 -2.3348
C -3.7306 1.4764 -0.2221
N -3.1419 0.1459 0.0315
O -3.8451 -0.7258 0.4471
O -1.9463 0.0568 -0.1827
H -4.6356 1.3559 -0.8074
H -3.0506 2.1557 -0.7234
H -3.9159 1.8740 0.7759
C 4.2171 1.6854 0.6447
N 3.4131 1.1364 -0.4719
O 2.3773 0.5772 -0.1812
O 3.8515 1.2560 -1.5855
H 3.5116 1.8637 1.4516
H 4.6362 2.6409 0.3524
H 4.9622 0.9481 0.9177

Output
- Gap between HOMO and LUMO: 9.079 eV
- Lowest unoccupied orbital energy: 3.88 eV
- E_tot: -188217.4341 eV
- Total charge: -2
- ΔE to the lowest compared entry with this formula, charge and spin: 0.000 eV

=====

- Which value of E_tot does entry 4 give?
  -25961.3062 eV

=====

- What is the E_tot in the fourth record?
  -25961.3062 eV

=====

- E_tot of number 5 (C2H6BrCl5HfN2O24)?
  -188217.4341 eV